Record 1
# C5H18NO2

A cluster of 3 separate species, C5H18NO2 in total at a distorted geometry (ωB97M-V/def2-TZVPD, the OMol25 dataset).

Properties
**Relative energy (zero: lowest compared OMol25 entry of this formula, charge and spin)**: 50.0 kcal per mole
**Electronic energy**: -406.24208 a.u.
**LUMO energy**: -3.063 eV
**HOMO level**: -13.730 eV

Structure (ORCA input):
```
! RIJCOSX wB97M-V def2-TZVPD def2/J DEFGRID3
* xyz 1 1
C 1.15025 -0.32730 0.36795
C -0.01237 0.55799 -0.20613
C -0.03963 0.63095 -1.77792
C 1.04128 1.50656 -2.34668
C -0.16509 -0.71458 -2.55548
N 0.58741 -0.92191 1.62353
H 2.02370 0.41948 0.66580
H 1.58347 -1.01579 -0.38364
H -0.12861 1.57757 0.20046
H -0.98928 0.09390 -0.00871
H -1.05639 1.20138 -1.92208
H 0.86919 2.60432 -2.39943
H 0.97778 1.39869 -3.41607
H 1.90593 1.52402 -1.80952
H -1.16235 -1.21307 -2.33918
H -0.41359 -0.57636 -3.60961
H 0.57162 -1.45387 -2.26735
H 1.29169 -1.33324 2.26512
H 0.05666 -0.15832 2.22528
H -0.08709 -1.63209 1.31006
H 0.47917 2.42507 2.67669
H -0.40455 1.53376 3.66703
O 0.31710 1.47734 2.99297
H -3.10050 -2.09395 1.56441
H -2.49251 -2.63039 0.33336
O -2.30246 -1.99478 0.88105
*
```

***

Record 2
# C5H18O2P

A cluster of 2 separate species, C5H18O2P in total (ωB97M-V/def2-TZVPD, the OMol25 dataset).

Properties
**Relative energy (zero: lowest compared OMol25 entry of this formula, charge and spin)**: 0.0 kcal per mole
**Electronic energy**: -692.96432 a.u.
**LUMO energy**: 3.276 eV
**HOMO level**: -2.714 eV

Structure (ORCA input):
```
! RIJCOSX wB97M-V def2-TZVPD def2/J DEFGRID3
* xyz -1 1
C -2.46319 -1.77827 -2.35335
C -1.49247 -1.90321 -1.18006
C -0.23449 -1.06635 -1.38625
O 0.72945 -1.39986 -0.41749
C 1.25194 -0.26562 0.28833
P 2.41901 0.92159 -0.67357
H -3.48598 -2.03489 -2.07352
H -2.47597 -0.75430 -2.73563
H -2.17380 -2.42443 -3.18458
H -1.97727 -1.59995 -0.24800
H -1.17921 -2.94167 -1.04298
H 0.15992 -1.23287 -2.39602
H -0.48201 0.00089 -1.32215
H 0.41080 0.33630 0.67856
H 1.82787 -0.66640 1.12737
H 2.05210 0.31105 -1.97962
H 3.52056 -0.08141 -0.52410
H 2.75477 1.50827 0.66935
H 1.31353 1.92700 -0.82843
H 3.34585 1.84810 -1.34730
C -0.82203 1.57824 3.56050
O -0.25769 2.60860 2.77008
H -1.27034 0.86545 2.87167
H -0.06993 1.05015 4.15376
H -1.60198 1.96988 4.22415
H 0.20056 3.22371 3.34928
*
```

***

Record 3
# C5H18O3Si3

The molecule C5H18O3Si3 at a distorted geometry (ωB97M-V/def2-TZVPD, the OMol25 dataset).

Properties
**SMILES**: C[C@](O)([SiH3])[C@@](O)([SiH3])[C@](C)(O)[SiH3]
**Electronic energy**: -1295.34928 a.u.
**LUMO energy**: 0.648 eV
**HOMO level**: -9.611 eV

Structure (ORCA input):
```
! RIJCOSX wB97M-V def2-TZVPD def2/J DEFGRID3
* xyz 0 1
C -0.78418 -0.13809 -2.02695
C 1.43593 -0.69222 1.80104
C -1.33832 0.07164 -0.58388
C 0.90315 -0.56623 0.40551
C -0.21607 0.45219 0.34010
O -2.25207 1.19576 -0.60270
O 0.45635 -1.83708 -0.03322
O -0.85113 0.50210 1.67204
Si -2.26556 -1.47837 0.16963
Si 2.44012 -0.03313 -0.74606
Si 0.35711 2.27450 0.19417
H -1.56258 -0.62130 -2.60562
H -0.49212 0.88760 -2.33228
H -0.12778 -0.88488 -1.84882
H 1.82382 -1.77645 1.97134
H 2.29145 -0.13543 2.07376
H 0.61370 -0.46830 2.46219
H -1.90804 1.83045 -1.20573
H 0.43895 -2.48176 0.75852
H -1.66264 0.99635 1.64191
H -1.55797 -2.11516 1.39635
H -2.11354 -2.33012 -1.02385
H -3.55234 -1.28778 0.68677
H 3.53962 0.47548 0.12871
H 1.78952 0.90950 -1.61740
H 3.12470 -1.15431 -1.61246
H -0.47513 3.15528 1.03972
H 1.75502 2.18689 0.66102
H 0.19004 3.06286 -1.16380
*
```

***

Record 4
# C5H19N2O3

A cluster of 4 separate species, C5H19N2O3 in total at a distorted geometry (ωB97M-V/def2-TZVPD, the OMol25 dataset).

Properties
**Relative energy (zero: lowest compared OMol25 entry of this formula, charge and spin)**: 0.0 kcal per mole
**Electronic energy**: -536.52351 a.u.
**LUMO energy (alpha / beta)**: -6.695 / -9.899 eV
**HOMO level (alpha / beta)**: -17.228 / -17.697 eV

Structure (ORCA input):
```
! RIJCOSX wB97M-V def2-TZVPD def2/J DEFGRID3
* xyz 2 2
C -0.42886 -1.63987 -0.97045
C 0.92162 -0.95302 -0.67713
C 1.41413 -0.79176 0.70955
C 2.02404 0.41689 1.07992
N 2.20160 0.78188 2.33327
C 1.11824 -1.83750 1.72220
N -1.55305 -1.18019 -0.10098
H -0.38046 -2.71961 -0.93464
H -0.68890 -1.34774 -1.98131
H 0.97136 -0.06138 -1.29730
H 1.64461 -1.55774 -1.25828
H 2.43299 1.08142 0.34029
H 2.70176 1.63191 2.50232
H 2.23938 0.06467 3.05105
H 0.52599 -1.45791 2.56492
H 2.03067 -2.20140 2.20969
H 0.60088 -2.69684 1.30241
H -1.31739 -1.38875 0.84754
H -2.46494 -1.59534 -0.31786
H -1.74266 -0.16389 -0.10515
H 0.65983 4.32254 -1.21340
H 0.01342 5.05278 -0.09196
O 0.44102 4.20677 -0.27886
H -4.27059 -0.76564 -2.17324
H -2.97923 -0.11343 -2.83395
O -3.32286 -0.83666 -2.30183
H -0.26371 2.12621 -0.31309
H -1.57991 2.08099 -1.14952
O -0.94897 1.54259 -0.66419
*
```